Below is a 4-piece molecular cluster, C18H45O13PS5Si overall at a distorted geometry, with properties calculated with the ωB97M-V functional and the def2-TZVPD basis.

Last columns: bonded neighbours and bond lengths (Å).
Positions of all 83 atoms, in Å:
1 C -0.436 -3.209 1.889  Si2 1.910, H18 1.100, H19 1.108, H20 1.103
2 Si -1.504 -2.967 0.324  C1 1.910, C3 1.911, C4 1.911, O5 1.713
3 C -2.803 -1.642 0.779  Si2 1.911, H21 1.097, H22 1.108, H23 1.103
4 C -2.397 -4.586 -0.159  Si2 1.911, H24 1.106, H25 1.103, H26 1.103
5 O -0.639 -2.340 -1.016  Si2 1.713, C6 1.434
6 C 0.490 -3.151 -1.371  O5 1.434, C7 1.552, H27 1.104, H28 1.107
7 C 1.747 -2.410 -0.841  C6 1.552, C8 1.550, H29 1.105, H30 1.100
8 C 3.096 -2.964 -1.368  C7 1.550, C9 1.549, O17 1.441, H31 1.103
9 C 3.174 -3.140 -2.905  C8 1.549, C10 1.558, H32 1.109, H33 1.101
10 C 2.937 -1.850 -3.745  C9 1.558, C11 1.576, H34 1.099, H35 1.105
11 C 3.518 -0.520 -3.131  C10 1.576, P12 1.897, S14 1.827, H36 1.102
12 P 4.718 0.299 -4.352  C11 1.897, S13 1.955, H37 1.424, H38 1.416
13 S 3.924 1.959 -5.012  P12 1.955
14 S 4.234 -0.664 -1.456  C11 1.827, O15 1.487, O16 1.485, O17 1.636
15 O 5.666 -0.265 -1.455  S14 1.487
16 O 3.490 0.292 -0.597  S14 1.485
17 O 4.189 -2.183 -0.849  C8 1.441, S14 1.636
18 H 0.362 -2.458 1.988  C1 1.100
19 H -1.116 -3.044 2.749  C1 1.108
20 H -0.076 -4.247 1.985  C1 1.103
21 H -3.539 -1.506 -0.022  C3 1.097
22 H -2.233 -0.716 0.992  C3 1.108
23 H -3.264 -1.925 1.741  C3 1.103
24 H -2.509 -4.693 -1.254  C4 1.106
25 H -1.857 -5.482 0.190  C4 1.103
26 H -3.414 -4.561 0.268  C4 1.103
27 H 0.392 -4.190 -1.013  C6 1.104
28 H 0.510 -3.129 -2.478  C6 1.107
29 H 1.761 -2.553 0.255  C7 1.105
30 H 1.594 -1.333 -1.006  C7 1.100
31 H 3.219 -3.972 -0.936  C8 1.103
32 H 4.207 -3.478 -3.125  C9 1.109
33 H 2.533 -3.978 -3.220  C9 1.101
34 H 1.870 -1.782 -4.000  C10 1.099
35 H 3.460 -2.008 -4.705  C10 1.105
36 H 2.678 0.190 -3.057  C11 1.102
37 H 4.968 -0.648 -5.385  P12 1.424
38 H 5.964 0.582 -3.742  P12 1.416
39 C 0.499 2.176 -0.459  C40 1.517, H46 1.091, H47 1.091, H48 1.091
40 C -0.565 2.930 0.316  C39 1.517, O41 1.437, H49 1.093, H50 1.090
41 O -1.539 3.543 -0.544  C40 1.437, S42 1.609
42 S -2.635 2.596 -1.243  O41 1.609, C43 1.766, O44 1.436, O45 1.435
43 C -3.686 3.882 -1.843  S42 1.766, H51 1.087, H52 1.088, H53 1.087
44 O -3.326 1.856 -0.225  S42 1.436
45 O -2.037 1.935 -2.368  S42 1.435
46 H 0.075 1.316 -0.977  C39 1.091
47 H 1.279 1.811 0.212  C39 1.091
48 H 0.953 2.819 -1.214  C39 1.091
49 H -1.059 2.282 1.043  C40 1.093
50 H -0.097 3.742 0.874  C40 1.090
51 H -4.121 4.408 -0.997  C43 1.087
52 H -4.466 3.412 -2.439  C43 1.088
53 H -3.099 4.555 -2.463  C43 1.087
54 C -6.523 1.542 1.528  C55 1.518, H61 1.090, H62 1.091, H63 1.091
55 C -7.917 0.966 1.705  C54 1.518, O56 1.435, H64 1.093, H65 1.090
56 O -8.073 -0.296 1.039  C55 1.435, S57 1.609
57 S -7.383 -1.590 1.701  O56 1.609, C58 1.766, O59 1.436, O60 1.435
58 C -8.169 -2.804 0.689  S57 1.766, H66 1.087, H67 1.088, H68 1.087
59 O -7.849 -1.725 3.052  S57 1.436
60 O -5.982 -1.577 1.395  S57 1.435
61 H -5.773 0.925 2.022  C54 1.090
62 H -6.466 2.544 1.954  C54 1.091
63 H -6.258 1.589 0.471  C54 1.091
64 H -8.174 0.869 2.763  C55 1.093
65 H -8.647 1.639 1.257  C55 1.090
66 H -9.237 -2.799 0.893  C58 1.087
67 H -7.740 -3.770 0.949  C58 1.088
68 H -7.968 -2.576 -0.355  C58 1.087
69 C 5.946 1.896 0.877  C70 1.517, H76 1.090, H77 1.088, H78 1.088
70 C 6.520 3.224 1.333  C69 1.517, O71 1.439, H79 1.093, H80 1.090
71 O 5.733 3.840 2.368  C70 1.439, S72 1.607
72 S 5.818 3.230 3.853  O71 1.607, C73 1.766, O74 1.436, O75 1.435
73 C 4.971 4.542 4.678  S72 1.766, H81 1.087, H82 1.088, H83 1.087
74 O 7.191 3.216 4.272  S72 1.436
75 O 5.005 2.050 3.925  S72 1.435
76 H 5.990 1.152 1.673  C69 1.090
77 H 6.502 1.508 0.027  C69 1.088
78 H 4.900 2.005 0.595  C69 1.088
79 H 7.556 3.115 1.664  C70 1.093
80 H 6.521 3.923 0.496  C70 1.090
81 H 5.566 5.449 4.604  C73 1.087
82 H 4.855 4.249 5.719  C73 1.088
83 H 3.995 4.674 4.217  C73 1.087

Properties
Energy (Eh): -4312.710491
LUMO (eV): 0.3
SMILES: C[Si](C)(C)OCC[C@H]1CC[C@H]([PH2]=S)S(=O)(=O)O1.CCOS(C)(=O)=O.CCOS(C)(=O)=O.CCOS(C)(=O)=O
Orbital gap (Ha): 0.3425